Density functional theory data (wB97M-V/def2-TZVPD) for a structure of composition C43H69MnN7O4PSSi4Te.

Last column: Mulliken charge in e.
Geometry (Å):
Mn 0.6184 0.8232 0.4039  0.150
C -5.2625 3.9529 -1.4530  -1.609
C -4.0859 3.4089 -0.6803  0.912
C -4.2595 2.7248 0.5233  -1.103
C -3.1857 2.1815 1.1986  0.004
C -1.8695 2.3137 0.7386  -0.366
N -0.8073 1.7321 1.4367  1.069
C -0.7736 1.8875 2.8217  -0.376
C -1.2689 3.0512 3.4328  0.341
C -1.2443 3.2454 4.7980  -1.158
C -0.7002 2.2915 5.6541  0.465
C -0.6200 2.5174 7.1435  -1.654
C -0.1912 1.1489 5.0696  -0.605
C -0.2366 0.9420 3.6940  -0.177
N 0.2941 -0.2915 3.2097  -0.492
C 0.2840 -1.4833 3.8287  -0.200
C 0.9901 -2.3701 3.0461  -2.078
C 1.3947 -1.6246 1.9373  -0.541
N 0.9707 -0.3691 2.0574  2.248
C -1.7081 3.0040 -0.4579  -0.666
C -2.7939 3.5258 -1.1566  -0.340
N -0.4048 3.2311 -1.0030  -0.119
C 0.0670 4.3616 -1.5586  -0.141
C 1.3392 4.1051 -2.0189  -1.898
C 1.5768 2.7694 -1.6868  -0.140
N 0.5126 2.2511 -1.0819  1.516
H -6.0463 4.3012 -0.7781  0.408
H -5.6983 3.1814 -2.0937  0.234
H -4.9659 4.7869 -2.0905  0.377
H -5.2612 2.5924 0.9222  0.310
H -3.3462 1.6312 2.1182  0.660
H -1.6800 3.8248 2.7982  0.452
H -1.6281 4.1745 5.2080  0.361
H -1.4596 3.1200 7.4934  0.392
H 0.2987 3.0464 7.4105  0.294
H -0.6283 1.5722 7.6885  0.377
H 0.2712 0.3920 5.6935  0.542
H -0.2482 -1.6204 4.7572  0.548
H 1.1787 -3.4149 3.2373  0.561
H 1.9241 -1.9403 1.0470  0.733
H -2.6078 4.0307 -2.0992  0.568
H -0.5263 5.2628 -1.5639  0.550
H 2.0124 4.7927 -2.5049  0.498
H 2.4577 2.1646 -1.8387  0.563
C -0.2214 -4.8515 -0.4046  -0.603
Si -2.0132 -4.4545 -0.0577  0.630
C -3.0515 -5.9386 -0.5643  -1.156
C -2.2287 -4.2396 1.7915  -0.830
Si -2.6292 -2.5364 -1.2071  -0.214
Te -1.0157 -0.7863 -0.6094  -1.635
Si -2.4829 -2.9705 -3.4842  0.852
C -2.6782 -1.3670 -4.4361  -1.024
C -0.8193 -3.7225 -3.9254  -0.806
C -3.8045 -4.1462 -4.1196  -1.119
Si -4.7675 -1.8684 -0.6091  0.739
C -5.1725 -0.2119 -1.3741  -0.477
C -6.1028 -3.0810 -1.1364  -1.203
C -4.8914 -1.6943 1.2517  -0.820
H 0.1367 -5.6519 0.2532  0.451
H 0.4109 -3.9668 -0.2510  -0.156
H -0.0842 -5.1732 -1.4441  0.289
H -2.7068 -6.8433 -0.0495  0.370
H -2.9897 -6.1175 -1.6455  0.221
H -4.1090 -5.7840 -0.3134  0.232
H -1.6548 -4.9972 2.3385  0.383
H -3.2822 -4.3312 2.0806  0.331
H -1.8780 -3.2483 2.1060  0.016
H -2.0778 -0.5741 -3.9707  0.169
H -3.7246 -1.0351 -4.4385  0.299
H -2.3510 -1.4870 -5.4752  0.431
H -0.0526 -3.4376 -3.1971  -0.103
H -0.4901 -3.3745 -4.9107  0.371
H -0.8734 -4.8181 -3.9472  0.420
H -4.8120 -3.7715 -3.9018  0.234
H -3.7160 -5.1408 -3.6658  0.244
H -3.7086 -4.2558 -5.2062  0.363
H -5.2638 -0.2933 -2.4654  0.360
H -4.3734 0.5081 -1.1603  -0.252
H -6.1151 0.1832 -0.9761  0.413
H -6.1545 -3.1732 -2.2278  0.274
H -7.0803 -2.7406 -0.7757  0.380
H -5.9167 -4.0833 -0.7285  0.219
H -4.0495 -1.1051 1.6388  0.006
H -4.8651 -2.6744 1.7418  0.331
H -5.8245 -1.1926 1.5332  0.432
N 5.7481 5.7212 2.5702  -0.426
C 4.3697 5.9522 2.5640  0.284
S 3.8127 7.4792 3.0654  -0.532
C 3.5503 4.8679 2.1612  0.780
C 4.0774 3.6040 1.7446  -1.035
C 3.2421 2.5866 1.3531  -1.051
N 1.8932 2.6737 1.3309  0.790
C 1.3875 3.8748 1.7087  0.189
C 2.1280 4.9492 2.1117  -1.360
H 6.2617 6.5825 2.6515  0.236
H 6.1003 5.1169 1.8439  0.166
H 5.1437 3.4239 1.7330  0.269
H 3.6576 1.6498 1.0068  0.254
H 0.3076 3.9597 1.6699  0.203
H 1.6454 5.8741 2.3981  0.452
C 4.4776 -1.6191 1.7107  -1.103
C 5.3936 -1.1787 0.5715  1.882
C 6.0054 -2.3939 -0.1109  -1.878
C 6.4816 -0.2619 1.0944  -1.765
O 4.6863 -0.3868 -0.4281  -0.263
P 3.2624 -0.7512 -1.0486  -0.426
O 2.9632 -2.1961 -1.0390  -0.760
O 2.2250 0.1413 -0.3716  0.911
O 3.5262 -0.1231 -2.4907  -0.460
C 2.7855 -0.4434 -3.7004  1.810
C 3.1751 0.6414 -4.6849  -1.835
C 3.2191 -1.8114 -4.2085  -1.887
C 1.2861 -0.4145 -3.4479  -0.481
H 5.0779 -2.0124 2.5334  0.610
H 3.7947 -2.4002 1.3700  0.305
H 3.8892 -0.7795 2.0854  0.037
H 6.5075 -3.0227 0.6280  0.460
H 6.7356 -2.0778 -0.8597  0.387
H 5.2234 -2.9730 -0.6042  0.293
H 7.1303 -0.8042 1.7850  0.407
H 6.0439 0.5882 1.6153  0.274
H 7.0813 0.1133 0.2607  0.393
H 4.2582 0.6464 -4.8333  0.418
H 2.8703 1.6219 -4.3075  0.285
H 2.6842 0.4660 -5.6451  0.381
H 4.2756 -1.7983 -4.4905  0.357
H 2.6216 -2.0861 -5.0807  0.449
H 3.0758 -2.5586 -3.4262  0.301
H 0.9889 0.5209 -2.9695  -0.206
H 0.9881 -1.2314 -2.7877  -0.361
H 0.7436 -0.5120 -4.3905  0.715

Values from the calculation:
Gap between HOMO and LUMO (spin up / spin down), Ha: 0.13923 / 0.24924
Spin multiplicity: 6
Energy above the lowest of the compared OMol25 structures with the same formula, charge and spin, kJ/mol: 0.0
Total charge: -1
Electronic energy, hartree: -5681.0885